Here is the molecule C3H3F2I in a non-equilibrium geometry from the OMol25 dataset. Energies are from wB97M-V/def2-TZVPD.

Structure (XYZ):
```
9
Properties=species:S:1:pos:R:3:nbo_charge:R:1
C 0.49514 -1.26877 0.42347 -0.410
C 0.30212 0.04050 0.49937 -0.194
C -0.57055 0.82542 -0.74199 0.560
F 0.05766 0.49120 -1.88131 -0.332
F -1.83064 0.39770 -0.79108 -0.330
I 0.97937 1.30963 2.12800 0.132
H 0.94004 -1.91793 1.21490 0.217
H 0.24640 -1.86376 -0.35618 0.213
H -0.61954 1.98600 -0.49519 0.143
```

Values from the calculation:
energy relative to the best compared isomer or geometry (same formula, charge and spin)	88.6	kJ/mol
total energy	-16693.5409	eV
charge	0
structure (SMILES)	C=C(I)C(F)F
M	204.0	g mol⁻¹